[1]
{
  "formula": "C3H29N3O9",
  "method": "the ωB97M-V functional and the def2-TZVPD basis",
  "mol_weight_g_mol": 251.3,
  "de_lowest_kj_mol": 138.4,
  "lumo_energy_ev": -0.04,
  "spin_multiplicity": 1,
  "e_homo_ha": -0.319,
  "smiles": "NCCNCN.O.O.O.O.O.O.O.O.O",
  "elements": ["C", "N", "C", "N", "C", "N", "H", "H", "H", "H", "H", "H", "H", "H", "H", "H", "H", "H", "H", "O", "H", "H", "O", "H", "H", "O", "H", "H", "O", "H", "H", "O", "H", "H", "O", "H", "H", "O", "H", "H", "O", "H", "H", "O"],
  "coordinates": [[0.057095, -0.300295, -2.059671], [0.602174, 0.985943, -2.081261], [0.758994, 1.466353, -0.578231], [-0.495169, 1.386685, 0.109550], [-1.427344, -0.559976, -2.321929], [-2.370587, -0.014110, -1.300875], [0.501734, -0.767359, -1.018633], [0.676396, -0.779521, -2.761716], [-0.062676, 1.419661, -2.667467], [1.019805, 2.572617, -0.977985], [1.683494, 0.873302, -0.201361], [-1.315319, 1.630044, -0.492526], [-0.821745, 0.546121, 0.771011], [-1.653556, -0.065981, -3.302621], [-1.664493, -1.705404, -2.385949], [-2.333647, -0.343070, -0.458771], [-3.243703, -0.089266, -1.731282], [-4.046552, 2.723151, -0.717137], [-2.663390, 2.314315, -1.332071], [-3.497506, 2.761971, -1.508669], [-3.424544, 2.318925, 2.505738], [-2.764125, 2.719896, 1.263851], [-3.592896, 2.122697, 1.540150], [0.492068, -2.457129, 1.041856], [0.353600, -3.775629, 1.653150], [0.176387, -2.823247, 1.836319], [4.265312, 0.809948, 2.017260], [3.038542, 0.908739, 2.751551], [3.777393, 0.365780, 2.557112], [0.034897, -0.392859, 2.928240], [-0.362882, -0.846781, 4.159418], [-0.543440, 0.063083, 3.633538], [3.209674, -1.705397, -1.716207], [1.816234, -2.489479, -1.205777], [2.774035, -2.667601, -1.526267], [-2.357911, -1.591706, 0.828568], [-2.725887, -1.819012, 2.341117], [-2.928282, -1.762223, 1.433333], [3.115806, 0.523301, -1.555875], [4.361999, 1.376764, -1.056544], [4.011102, 0.483815, -1.485653], [2.921976, -0.577104, 1.422924], [2.446596, -1.812820, 0.633091], [2.200341, -1.027141, 1.016697]],
  "forces_ev_per_angstrom": [[1.3981, -3.6195, 2.9631], [1.0209, 0.2910, 2.5216], [0.1085, 1.9031, -4.1731], [-1.1843, -1.0716, 2.2947], [-0.5616, -1.2939, 0.7849], [1.5111, 2.9157, -7.2333], [-1.6502, 0.5273, -2.1229], [0.0229, -1.7346, -1.3936], [-0.5193, 2.3561, -0.2399], [-0.2333, -1.8820, 2.2641], [-2.1400, 1.1774, -0.1283], [1.5415, -0.6498, 0.8935], [1.6836, 2.4929, -2.1597], [-0.1044, -0.5316, 0.7574], [0.9454, 1.8633, -0.4156], [0.2038, -2.5771, 5.7081], [-1.8410, -0.0297, -0.0034], [0.3059, -0.2357, 0.1051], [-0.5739, -0.2394, 0.1121], [-0.1410, 0.5710, -0.3879], [-0.9255, -0.8345, -1.0564], [-2.5176, -2.0012, 0.0851], [3.5727, 2.8171, 0.9144], [0.6367, 1.3947, -1.3891], [-0.4272, 0.8012, 0.6581], [-0.4339, -2.2192, 0.9495], [5.0649, 4.3984, -5.1791], [-1.1703, 0.8372, 0.5564], [-3.5838, -4.7558, 4.8723], [-1.0526, 1.8359, 0.2991], [-1.2911, 3.1479, -0.5142], [2.4542, -5.1402, 0.0917], [-1.7060, -3.3385, 0.8081], [2.4513, -0.0861, -1.1852], [-0.7136, 3.4216, 0.3020], [6.4242, 1.4058, -4.8703], [1.3492, 0.1997, 0.9209], [-7.7483, -1.8029, 4.0409], [-4.2516, 0.8062, -0.3946], [-1.5032, -2.9647, -1.5649], [5.6195, 2.2164, 1.7547], [1.2830, 0.1330, 0.7030], [1.5962, -2.6792, -1.2396], [-2.9200, 2.1745, 0.2903]]
}

[2]
{
  "formula": "C3H2AgFO2",
  "method": "the ωB97M-V functional and the def2-TZVPD basis",
  "mol_weight_g_mol": 196.9,
  "de_lowest_kj_mol": 161.6,
  "lumo_energy_ev": [-6.77, -7.05],
  "spin_multiplicity": 2,
  "e_homo_ha": [-0.518, -0.529],
  "total_charge": 1,
  "elements": ["C", "C", "O", "C", "H", "H", "F", "Ag", "O"],
  "coordinates": [[2.397361, 0.381970, 0.900955], [1.124158, 0.019681, 0.945770], [-1.583022, 1.580361, -0.274384], [-0.537974, 1.345553, 0.212656], [3.100261, -0.054171, 1.607752], [2.753460, 1.001560, 0.081268], [0.610745, -0.842442, 1.794636], [-0.677811, -0.951934, -2.239210], [0.221168, 0.289436, -0.139073]],
  "forces_ev_per_angstrom": [[-0.5924, -0.4001, -0.2522], [1.8562, -0.7133, -1.0556], [0.7066, 0.1797, 0.1707], [-1.8317, 0.2070, -0.7167], [-0.2491, 0.4214, 0.0276], [-0.1009, -0.0726, 0.3314], [-0.4538, 0.2829, -0.1055], [0.0345, 0.2637, 0.4016], [0.6306, -0.1687, 1.1987]]
}

[3]
{
  "formula": "C3H2AlO2",
  "method": "the ωB97M-V functional and the def2-TZVPD basis",
  "mol_weight_g_mol": 97.0,
  "de_lowest_kj_mol": 0.0,
  "lumo_energy_ev": [-18.38, -19.32],
  "spin_multiplicity": 1,
  "e_homo_ha": [-1.085, -0.949],
  "total_charge": 3,
  "elements": ["O", "O", "C", "C", "C", "H", "Al", "H"],
  "coordinates": [[-0.638672, -0.388803, -0.911253], [0.782771, -0.287611, 0.693732], [-0.108020, -1.617572, -0.973729], [0.839551, -1.641153, 0.130124], [-0.112696, 0.372360, 0.099669], [0.607074, -2.376453, 0.914090], [-0.605854, 2.202058, 0.474023], [1.810449, -1.795156, -0.434213]],
  "forces_ev_per_angstrom": [[-0.6116, -1.6519, -1.8058], [-0.5906, -0.0267, -0.1922], [-1.2841, 3.9183, 1.7464], [1.1693, -1.0903, -0.8639], [1.5969, -4.2448, -0.8518], [0.4643, -0.4572, 0.2463], [-1.0068, 3.7082, 0.7895], [0.2627, -0.1556, 0.9313]]
}

[4]
{
  "formula": "C3H2BeO3",
  "method": "the ωB97M-V functional and the def2-TZVPD basis",
  "mol_weight_g_mol": 95.1,
  "de_lowest_kj_mol": 248.3,
  "lumo_energy_ev": [-13.45, -13.45],
  "spin_multiplicity": 1,
  "e_homo_ha": [-0.687, -0.688],
  "total_charge": 2,
  "elements": ["H", "C", "C", "O", "H", "C", "O", "O", "Be"],
  "coordinates": [[-1.111083, -1.617695, -1.212632], [2.205623, 0.875693, -0.169162], [1.174093, 0.353080, -0.493929], [0.029174, -0.128448, -0.928299], [3.126875, 1.371223, 0.077609], [-1.109533, -0.171513, -0.057836], [-1.691580, -1.232932, -0.444806], [-1.079148, 0.258167, 1.079316], [-1.544422, 0.292425, 2.149738]],
  "forces_ev_per_angstrom": [[-1.5922, 0.5187, 0.9938], [-0.5312, -0.1928, -0.2290], [0.9743, 1.2342, 0.4035], [-2.3751, 1.3332, 2.1008], [-0.0742, -0.2036, 0.0180], [6.4327, -5.0965, -8.1082], [-1.2041, 0.0172, -0.1795], [4.6396, 1.3294, -11.0246], [-6.2699, 1.0603, 16.0252]]
}